No. 1
Entry from OMol25: C42H39AsBI2N7OPd as an isolated structure (ωB97M-V/def2-TZVPD).

Output
* E_LUMO (spin up / spin down): -5.78 / -9.29 eV
* electronic energy: -137845.2460 eV

```
! wB97M-V def2-TZVPD RIJCOSX def2/J DEFGRID3
* xyz 2 5
Pd -0.530 0.445 -0.684
C 1.219 3.673 -0.716
C -0.046 3.519 0.155
C -0.749 4.464 0.914
C -1.891 3.855 1.364
C -3.074 4.546 2.000
N -1.848 2.564 0.877
N -0.704 2.398 0.207
B -2.891 1.476 0.793
N -2.145 0.160 1.232
N -1.379 0.294 2.366
C -1.415 -0.840 3.046
C -0.922 -0.899 4.436
C -2.301 -1.724 2.394
C -2.723 -1.066 1.275
C -3.725 -1.508 0.249
N -3.323 1.413 -0.688
N -2.464 1.201 -1.717
C -3.161 1.282 -2.827
C -2.489 1.180 -4.175
C -4.524 1.531 -2.554
C -4.654 1.590 -1.159
C -5.952 1.843 -0.395
H 0.968 3.685 -1.740
H 1.952 2.869 -0.592
H 1.707 4.592 -0.415
H -0.534 5.517 1.087
H -3.682 5.111 1.251
H -2.759 5.241 2.747
H -3.767 3.745 2.385
H -3.793 1.959 1.429
H -0.351 -0.040 4.739
H -0.294 -1.793 4.658
H -1.770 -0.907 5.100
H -2.602 -2.806 2.483
H -3.796 -2.624 0.289
H -3.472 -1.141 -0.720
H -4.798 -1.161 0.399
H -1.897 2.036 -4.381
H -3.119 0.917 -5.068
H -1.793 0.329 -4.113
H -5.164 1.803 -3.371
H -6.697 1.402 -1.147
H -6.001 2.873 -0.196
H -6.211 1.265 0.584
I 3.049 2.034 -4.138
C 2.154 0.202 -4.181
C 2.497 -0.797 -5.028
C 1.982 -2.098 -4.815
I 2.622 -3.589 -6.141
C 0.946 -2.349 -3.829
C 0.350 -3.558 -3.629
C -0.574 -3.656 -2.634
C -0.874 -2.601 -1.799
N -0.338 -1.401 -2.076
C 0.589 -1.301 -3.015
C 1.160 0.037 -3.177
O 0.871 0.931 -2.312
H 3.220 -0.647 -5.810
H 0.504 -4.399 -4.359
H -1.108 -4.650 -2.552
H -1.576 -2.662 -0.929
C 5.112 -0.955 -2.053
C 4.864 0.253 -1.378
C 3.792 0.345 -0.550
C 2.970 -0.764 -0.411
C 3.107 -1.899 -1.167
C 4.225 -1.999 -1.968
As 1.386 -0.636 0.710
C 2.031 0.411 2.179
C 2.247 1.807 2.328
C 2.759 2.240 3.508
C 3.128 1.413 4.543
C 3.013 0.067 4.428
C 2.364 -0.428 3.282
C 2.128 -1.860 2.997
C 2.311 -2.907 3.929
C 2.124 -4.197 3.468
C 1.840 -4.548 2.205
C 1.505 -3.535 1.360
C 1.562 -2.193 1.795
H 6.064 -1.020 -2.662
H 5.548 1.157 -1.534
H 3.557 1.254 0.054
H 2.342 -2.629 -0.989
H 4.334 -2.900 -2.571
H 1.982 2.427 1.466
H 3.056 3.244 3.684
H 3.649 1.838 5.420
H 3.307 -0.713 5.138
H 2.696 -2.660 4.913
H 2.242 -4.994 4.250
H 1.780 -5.602 1.841
H 1.068 -3.785 0.404
*
```

=====

No. 2
Entry from OMol25: C42H39Br2MnN2O2PSe as an isolated structure (ωB97M-V/def2-TZVPD).

Output
* E_LUMO (spin up / spin down): -0.45 / -0.48 eV
* electronic energy: -297298.2912 eV
* ΔE to the lowest compared entry with this formula, charge and spin: 515.7 kJ/mol

```
! wB97M-V def2-TZVPD RIJCOSX def2/J DEFGRID3
* xyz 0 6
Mn 0.726 -1.104 1.010
C -1.939 -0.483 4.069
C -1.875 0.974 3.654
C -2.570 1.144 2.305
C -0.446 1.474 3.620
C -0.344 3.021 3.404
O 0.560 3.433 2.374
C 1.286 2.408 1.821
N 0.439 0.702 2.684
C 2.108 2.928 0.667
C 3.465 3.211 0.814
C 4.232 3.678 -0.263
C 3.675 3.808 -1.506
C 2.342 3.415 -1.676
C 1.555 2.984 -0.626
P -0.143 2.301 -1.088
C -0.634 3.387 -2.478
C -1.198 4.608 -2.098
C -1.552 5.572 -3.019
C -1.353 5.346 -4.380
C -0.826 4.137 -4.798
C -0.465 3.171 -3.856
C 0.383 0.703 -1.825
C -0.344 0.022 -2.793
C 0.002 -1.255 -3.208
C 1.129 -1.876 -2.699
C 1.903 -1.197 -1.755
C 1.536 0.065 -1.323
H -2.978 -0.762 4.218
H -1.373 -0.702 4.981
H -1.560 -1.099 3.259
H -2.346 1.623 4.417
H -2.222 0.386 1.598
H -2.377 2.075 1.817
H -3.654 0.991 2.418
H -0.021 1.235 4.597
H -0.054 3.558 4.318
H -1.331 3.393 3.104
H 3.914 3.076 1.791
H 5.273 3.902 -0.079
H 4.242 4.173 -2.351
H 1.941 3.462 -2.686
H -1.401 4.799 -1.049
H -1.949 6.532 -2.692
H -1.641 6.109 -5.092
H -0.672 3.937 -5.851
H 0.007 2.251 -4.200
H -1.268 0.457 -3.163
H -0.651 -1.803 -3.895
H 1.416 -2.879 -3.011
H 2.790 -1.668 -1.386
H 2.186 0.586 -0.619
Br 3.652 2.726 4.254
C 2.578 1.191 3.885
C 2.626 0.173 4.958
C 2.740 -1.191 4.901
Br 2.951 -1.899 6.735
C 2.575 -2.256 3.851
C 2.602 -3.599 4.229
C 2.307 -4.615 3.323
C 2.117 -4.263 2.020
N 2.079 -2.983 1.605
C 2.211 -1.981 2.473
C 1.715 1.369 2.877
O 0.328 1.393 1.375
H 2.790 0.647 5.925
H 2.837 -3.758 5.268
H 2.237 -5.666 3.616
H 1.950 -4.991 1.242
C -3.113 -4.625 -4.921
C -2.643 -3.959 -3.631
C -1.567 -4.440 -2.894
C -1.178 -3.860 -1.682
C -0.025 -4.440 -0.915
C -1.895 -2.760 -1.175
Se -1.658 -1.990 0.562
C -2.969 -2.247 -1.931
C -3.787 -1.076 -1.466
C -3.324 -2.864 -3.124
H -2.412 -5.384 -5.241
H -3.226 -3.878 -5.708
H -4.070 -5.119 -4.767
H -1.001 -5.289 -3.282
H 0.321 -5.351 -1.403
H -0.351 -4.656 0.104
H 0.791 -3.725 -0.858
H -3.143 -0.235 -1.197
H -4.328 -1.360 -0.538
H -4.491 -0.800 -2.248
H -4.147 -2.448 -3.697
*
```

=====

No. 3
Entry from OMol25: C42H39CuF6N3O4STe as an isolated structure (ωB97M-V/def2-TZVPD).

Output
* E_LUMO (spin up / spin down): 0.14 / 0.15 eV
* electronic energy: -135922.4707 eV
* ΔE to the lowest compared entry with this formula, charge and spin: 27.2 kJ/mol

```
! wB97M-V def2-TZVPD RIJCOSX def2/J DEFGRID3
* xyz 0 2
Cu 1.494 0.263 -0.996
C -5.173 0.018 1.465
C -3.862 -0.134 0.740
C -3.619 -1.193 -0.127
C -2.404 -1.371 -0.769
C -2.258 -2.556 -1.659
O -1.249 -3.229 -1.725
C -3.417 -2.903 -2.555
C -3.611 -4.238 -2.898
C -4.630 -4.595 -3.765
C -5.445 -3.616 -4.319
C -5.243 -2.281 -3.999
C -4.238 -1.926 -3.110
C -1.322 -0.457 -0.556
O -0.177 -0.681 -1.094
C -1.617 0.705 0.224
C -2.860 0.810 0.861
C -0.685 1.830 0.339
N 0.528 1.817 -0.093
C 1.370 2.998 0.121
C 2.124 2.963 1.452
Te 2.668 1.013 2.165
C 1.142 0.982 3.630
C 1.104 1.874 4.699
C 0.024 1.872 5.572
C -1.016 0.967 5.395
C -0.970 0.058 4.347
C 0.103 0.068 3.465
C -1.246 3.090 0.941
C -1.165 3.350 2.302
C -1.702 4.522 2.818
C -2.323 5.436 1.979
C -2.413 5.173 0.618
C -1.880 4.002 0.102
H -5.791 -0.871 1.347
H -5.741 0.871 1.085
H -5.019 0.179 2.533
H -4.402 -1.923 -0.300
H -2.951 -4.984 -2.474
H -4.789 -5.636 -4.016
H -6.236 -3.894 -5.003
H -5.869 -1.516 -4.439
H -4.081 -0.886 -2.852
H -3.054 1.675 1.482
H 0.771 3.910 0.088
H 2.074 3.029 -0.700
H 1.522 3.389 2.254
H 3.040 3.546 1.373
H 1.916 2.576 4.845
H -0.002 2.574 6.396
H -1.857 0.968 6.077
H -1.773 -0.654 4.203
H 0.126 -0.629 2.636
H -0.698 2.631 2.963
H -1.636 4.715 3.881
H -2.739 6.350 2.384
H -2.900 5.878 -0.042
H -1.952 3.790 -0.959
C 2.677 -2.734 -4.061
S 1.406 -2.063 -2.994
C 0.117 -1.939 -4.226
O 1.859 -0.628 -2.803
H 2.360 -3.714 -4.419
H 3.577 -2.827 -3.458
H 2.847 -2.043 -4.886
H -0.243 -2.939 -4.465
H 0.505 -1.419 -5.101
H -0.681 -1.361 -3.767
C 4.898 2.708 -1.013
C 4.211 1.503 -1.682
O 3.272 0.980 -0.849
C 5.312 0.449 -1.956
F 6.210 0.868 -2.870
F 5.999 0.192 -0.820
F 4.829 -0.730 -2.377
C 3.646 1.970 -3.068
F 3.659 1.020 -4.009
F 4.337 3.017 -3.574
F 2.372 2.380 -2.926
H 5.154 2.412 0.002
H 4.201 3.544 -0.974
H 5.797 3.030 -1.537
N 3.765 -2.235 1.778
C 3.642 -1.875 0.469
N 2.439 -2.036 -0.002
C 1.700 -2.534 1.067
C 0.366 -2.935 1.125
C -0.114 -3.389 2.339
C 0.704 -3.457 3.478
C 2.037 -3.093 3.430
C 2.514 -2.643 2.203
H 4.594 -2.140 2.336
H 4.478 -1.483 -0.087
H -0.244 -2.904 0.234
H -1.147 -3.706 2.415
H 0.285 -3.807 4.412
H 2.673 -3.157 4.303
*
```

=====

No. 4
Entry from OMol25: C42H39GeN8Sn as an isolated structure (ωB97M-V/def2-TZVPD).

Output
* E_LUMO: -2.70 eV
* electronic energy: -118451.8864 eV
* ΔE to the lowest compared entry with this formula, charge and spin: 28.9 kJ/mol

```
! wB97M-V def2-TZVPD RIJCOSX def2/J DEFGRID3
* xyz 1 1
Sn 0.740 0.236 0.005
C -1.309 -0.107 4.123
C -0.579 -0.434 2.971
N 0.058 0.471 2.262
C 0.037 1.779 2.639
C -0.667 2.193 3.781
C -1.358 1.202 4.512
C -0.639 3.557 4.164
C 0.133 4.418 3.449
C 0.863 4.001 2.308
C 0.800 2.705 1.847
N 1.433 2.149 0.742
C 2.518 2.694 0.065
C 2.780 4.019 -0.202
C 3.969 4.423 -0.858
C 4.904 3.523 -1.263
C 4.653 2.140 -1.070
C 5.531 1.125 -1.507
C 5.206 -0.192 -1.339
C 3.975 -0.507 -0.745
N 3.143 0.415 -0.313
C 3.460 1.734 -0.446
H -1.813 -0.885 4.681
H -0.521 -1.460 2.621
H -1.921 1.498 5.389
H -1.211 3.887 5.022
H 0.194 5.458 3.745
H 1.487 4.729 1.819
H 2.058 4.775 0.059
H 4.126 5.479 -1.043
H 5.819 3.837 -1.751
H 6.462 1.407 -1.986
H 5.867 -0.984 -1.664
H 3.661 -1.540 -0.629
N -2.438 1.384 0.199
C -3.521 0.497 0.162
C -4.808 0.957 0.275
C -5.911 0.080 0.280
C -5.720 -1.264 0.167
C -4.401 -1.771 0.058
C -4.142 -3.153 -0.056
C -2.861 -3.592 -0.166
C -1.790 -2.662 -0.160
N -1.994 -1.365 -0.054
C -3.285 -0.909 0.050
H -1.745 1.184 -0.505
H -2.705 2.356 0.181
H -4.974 2.027 0.355
H -6.912 0.486 0.354
H -6.554 -1.955 0.159
H -4.972 -3.850 -0.054
H -2.645 -4.645 -0.251
H 0.289 -2.553 0.306
C 1.716 -5.262 -1.119
Ge 0.237 -4.991 0.134
C -1.034 -6.450 -0.009
C 0.995 -4.831 1.925
C -0.369 -3.155 -0.327
H 1.887 -6.320 -1.326
H 2.639 -4.851 -0.701
H 1.513 -4.761 -2.068
H -0.494 -7.379 0.180
H -1.450 -6.504 -1.017
H -1.844 -6.372 0.714
H 1.601 -5.706 2.168
H 0.226 -4.726 2.694
H 1.642 -3.952 1.957
H -0.047 -2.967 -1.356
C 1.348 0.675 -5.018
C 1.489 0.401 -3.670
N 0.437 0.297 -2.845
C -0.774 0.503 -3.343
C -1.017 0.848 -4.666
C 0.072 0.900 -5.520
C -2.393 1.127 -5.133
C -3.275 1.969 -4.607
C -3.105 2.924 -3.491
C -4.196 3.676 -3.075
C -4.014 4.531 -2.006
N -2.832 4.681 -1.403
C -1.837 3.961 -1.919
N -1.912 3.082 -2.910
H 2.217 0.719 -5.661
H 2.469 0.245 -3.229
H -1.609 0.364 -2.659
H -0.071 1.135 -6.569
H -2.705 0.578 -6.018
H -4.254 2.009 -5.072
H -5.159 3.585 -3.560
H -4.836 5.119 -1.612
H -0.858 4.096 -1.468
*
```

=====

No. 5
Entry from OMol25: C42H40AsClErN3O4 as an isolated structure (ωB97M-V/def2-TZVPD).

Output
* E_LUMO (spin up / spin down): -0.22 / -0.21 eV
* electronic energy: -157848.4711 eV

```
! wB97M-V def2-TZVPD RIJCOSX def2/J DEFGRID3
* xyz 0 4
Er -0.220 0.058 0.246
O 5.212 0.469 -2.320
C 5.369 -0.362 -1.314
O 6.449 -0.768 -0.968
C 4.124 -0.807 -0.603
C 4.083 -1.829 0.333
Cl 5.379 -2.696 0.986
N 2.806 -1.953 0.778
N 2.018 -1.048 0.170
C 2.791 -0.361 -0.669
C 2.158 0.729 -1.512
O 2.818 1.250 -2.402
O 0.957 1.022 -1.200
C 2.224 -2.936 1.634
C 1.138 -2.580 2.424
C 0.501 -3.540 3.189
C 0.952 -4.850 3.189
C 2.057 -5.193 2.426
C 2.687 -4.246 1.636
H 4.268 0.773 -2.429
H 0.805 -1.549 2.464
H -0.350 -3.262 3.794
H 0.445 -5.600 3.780
H 2.426 -6.209 2.432
H 3.509 -4.535 1.003
C -1.687 -1.485 -0.832
C -0.611 -2.415 -1.246
C 0.233 -2.097 -2.326
C 1.253 -2.943 -2.724
C 1.457 -4.152 -2.070
C 0.627 -4.492 -1.011
C -0.383 -3.637 -0.599
H -2.474 -2.005 -0.285
H -2.125 -1.008 -1.716
H 0.060 -1.174 -2.873
H 1.880 -2.661 -3.561
H 2.234 -4.829 -2.400
H 0.760 -5.438 -0.501
H -1.031 -3.932 0.219
C 1.056 -1.588 8.476
C 0.828 -0.986 7.118
C -0.259 -1.344 6.341
C -0.533 -0.734 5.116
C -1.786 -1.185 4.405
C 0.325 0.270 4.648
As 0.237 1.186 2.875
N -1.300 0.719 1.978
C -2.541 1.316 2.189
C -3.430 1.428 1.108
C -4.690 1.974 1.268
C -5.106 2.431 2.511
C -4.247 2.318 3.594
C -2.986 1.768 3.437
C -0.165 3.115 3.240
C -0.114 3.897 2.071
C 0.361 3.359 0.744
C -0.505 5.229 2.098
C -0.953 5.833 3.262
C -1.367 7.278 3.285
C -0.987 5.060 4.409
C -0.601 3.723 4.428
C -0.669 3.052 5.778
C 1.482 0.579 5.390
C 2.494 1.571 4.873
C 1.703 -0.029 6.613
H 0.388 -2.430 8.654
H 0.870 -0.838 9.247
H 2.086 -1.929 8.586
H -0.934 -2.116 6.694
H -2.010 -2.219 4.668
H -1.709 -1.096 3.326
H -2.641 -0.584 4.721
H -3.111 1.070 0.132
H -5.353 2.044 0.415
H -6.088 2.868 2.636
H -4.564 2.656 4.573
H -2.329 1.657 4.288
H 1.342 2.891 0.835
H 0.444 4.168 0.021
H -0.348 2.636 0.327
H -0.465 5.805 1.180
H -1.229 7.739 2.308
H -0.774 7.832 4.014
H -2.416 7.374 3.568
H -1.335 5.506 5.336
H -1.550 3.401 6.318
H 0.208 3.320 6.373
H -0.704 1.972 5.719
H 2.016 2.496 4.544
H 3.026 1.154 4.012
H 3.226 1.810 5.641
H 2.582 0.237 7.192
*
```